1.
12
Properties=species:S:1:pos:R:3:forces:R:3 method="wB97M-V/def2-TZVPD" spin_multiplicity=2 s_squared=0.754 total_charge=-1 homo_lumo_gap_ev="4.10 / 2.29"
O 0.772 -0.825 -1.037 0.010 -2.237 0.042
C 0.640 -0.652 0.218 3.582 0.016 -2.552
C -1.330 0.585 -0.894 -1.522 3.184 -0.165
O 1.057 -1.252 1.188 -1.038 -0.468 0.447
O 0.658 0.747 0.328 0.741 4.267 1.596
C -0.626 1.334 0.030 -0.967 -3.662 0.804
H -2.376 0.343 -0.667 -0.225 0.769 -0.093
H -1.146 0.720 -1.963 0.908 -1.508 0.301
H -1.062 1.575 1.005 -0.049 0.111 -0.282
Mg 2.758 0.572 -0.365 -1.740 -0.499 -0.034
O -4.950 0.245 -0.134 0.407 -0.035 -0.120
H -5.795 0.572 0.185 -0.108 0.063 0.056

2.
31
Properties=species:S:1:pos:R:3:forces:R:3 method="wB97M-V/def2-TZVPD" homo_lumo_gap_ev=8.85
Ne 0.082 -0.253 0.107 -0.004 0.001 -0.047
O 0.673 1.065 2.678 -0.044 -0.253 0.365
H 0.628 1.727 1.988 -0.111 0.184 -0.465
H 1.595 1.049 2.935 0.267 0.005 0.127
O 0.013 2.201 -3.058 -0.562 0.342 -0.061
H 0.282 2.557 -3.905 -0.040 0.176 -0.279
H 0.814 1.829 -2.690 0.750 -0.390 0.441
O -2.736 1.744 0.487 -0.136 0.057 -0.102
H -2.535 2.089 1.357 -0.019 -0.021 0.290
H -1.979 1.984 -0.047 0.157 -0.011 -0.232
O -0.334 -1.624 3.092 0.115 -0.545 0.049
H 0.159 -0.891 2.722 0.097 0.570 -0.178
H -0.486 -1.375 4.004 -0.095 0.058 0.232
O -0.479 -0.560 -3.410 0.059 -0.552 0.091
H -0.416 0.395 -3.397 -0.126 0.544 0.103
H -0.653 -0.777 -4.326 -0.083 -0.194 -0.151
O 2.369 1.470 -1.600 -0.095 -0.296 -0.593
H 2.016 1.738 -0.752 -0.011 0.042 0.583
H 2.822 2.247 -1.927 0.353 0.173 -0.040
O 1.348 -4.020 0.088 -0.074 -0.038 -0.085
H 2.096 -3.424 0.071 0.175 0.216 -0.081
H 1.475 -4.543 0.880 -0.038 -0.189 0.256
O -2.791 -1.845 1.741 -0.779 0.208 0.123
H -1.973 -1.661 2.203 0.387 -0.039 0.198
H -2.556 -2.506 1.090 0.190 -0.220 -0.400
O -1.314 -3.113 -0.501 -0.567 -0.083 0.008
H -0.476 -3.327 -0.090 0.523 -0.226 0.056
H -1.186 -2.237 -0.864 -0.068 0.264 -0.235
O 1.172 2.979 0.484 0.014 -0.187 0.149
H 1.516 3.725 0.976 0.178 0.247 0.223
H 0.857 3.358 -0.336 -0.413 0.156 -0.343

3.
125
Properties=species:S:1:pos:R:3:forces:R:3 method="wB97M-V/def2-TZVPD" total_charge=-2 homo_lumo_gap_ev=4.01
Rb 2.173 -0.146 0.948 1.614 0.383 -0.775
O -2.382 -0.065 1.758 0.064 0.020 0.189
S -0.985 0.223 1.568 -0.576 0.212 -0.190
O -0.037 -0.737 2.052 -0.922 -0.252 0.330
O -0.595 1.606 1.694 -0.061 -0.301 -0.012
O -0.829 -0.052 -0.156 -0.415 0.638 0.455
O 0.921 -2.443 -0.129 -0.127 0.007 0.032
H 0.561 -2.007 0.657 -0.363 -0.408 -0.040
H 1.282 -3.263 0.233 0.052 -0.138 -0.083
O 0.492 1.891 4.434 -0.169 0.023 0.091
H 0.912 1.024 4.476 0.055 0.007 -0.027
H 0.060 1.902 3.569 0.062 -0.010 -0.045
C 1.605 4.181 -1.994 0.065 -0.006 -0.104
C 1.448 2.681 -1.990 0.179 0.040 0.031
C 2.470 1.866 -2.704 -0.073 0.107 -0.092
O 0.520 2.171 -1.395 -0.183 -0.108 0.134
H 2.656 4.464 -1.952 -0.051 -0.016 -0.024
H 1.066 4.626 -1.160 -0.010 -0.037 -0.013
H 1.196 4.556 -2.940 0.015 0.021 0.012
H 2.925 2.414 -3.531 -0.009 -0.022 -0.020
H 2.049 0.919 -3.043 -0.008 0.131 0.020
H 3.270 1.621 -1.982 -0.056 0.044 0.026
F 2.240 -3.855 1.911 0.012 -0.010 -0.067
C 1.829 -4.777 2.826 0.054 0.027 -0.325
C 1.061 -5.812 2.334 0.045 0.140 -0.154
F 0.798 -5.777 1.006 -0.011 0.024 0.033
C 0.586 -6.862 3.116 -0.228 -0.321 -0.116
C 1.003 -6.736 4.443 0.066 0.006 0.236
C 1.779 -5.695 4.926 -0.143 -0.167 0.211
F 2.070 -5.717 6.245 -0.013 0.005 -0.053
C 2.235 -4.638 4.145 0.259 0.332 0.216
C 3.039 -3.505 4.633 -0.028 0.040 0.106
C 3.201 -2.338 3.870 -0.062 -0.125 -0.115
N 3.330 -1.376 3.225 0.033 -0.085 0.333
C 3.637 -3.448 5.918 -0.139 -0.091 -0.230
N 4.150 -3.342 6.953 -0.011 -0.021 -0.064
F 0.624 -7.666 5.346 0.000 0.017 -0.027
C -0.243 -7.953 2.604 -0.052 -0.065 -0.031
C -0.622 -9.077 3.381 0.098 0.213 -0.095
N -0.961 -10.021 3.965 0.022 0.048 -0.051
C -0.770 -7.968 1.287 0.086 0.070 0.216
N -1.234 -8.023 0.224 0.026 -0.011 0.091
C 3.536 2.896 4.499 0.044 -0.106 0.025
P 3.413 2.179 2.807 0.192 0.546 0.078
C 5.186 1.843 2.501 -0.022 -0.043 -0.010
C 3.202 3.764 1.885 -0.030 0.001 -0.034
C 2.102 4.573 2.195 0.033 0.001 0.003
C 1.910 5.794 1.565 0.022 -0.041 0.000
C 2.810 6.230 0.597 0.029 -0.038 0.025
C 3.881 5.418 0.250 -0.008 -0.024 0.082
C 4.070 4.191 0.878 -0.019 0.048 0.012
H 2.552 3.199 4.849 0.006 0.007 -0.016
H 4.226 3.742 4.510 0.010 -0.005 0.035
H 3.907 2.116 5.167 -0.024 0.013 -0.005
H 5.809 2.710 2.735 0.015 -0.017 0.008
H 5.334 1.536 1.466 -0.023 0.013 0.017
H 5.466 1.000 3.134 0.006 0.007 -0.017
H 1.396 4.239 2.948 0.013 0.013 -0.022
H 1.057 6.409 1.830 0.016 -0.017 -0.001
H 2.667 7.187 0.110 0.003 -0.013 0.004
H 4.577 5.738 -0.517 -0.005 -0.011 0.005
H 4.900 3.562 0.579 -0.012 0.026 0.010
C -3.336 -0.614 -1.069 0.028 0.053 -0.016
P -1.918 0.494 -1.162 0.162 -0.688 -0.229
C -1.148 0.169 -2.744 0.093 0.052 0.026
C -1.536 0.777 -3.936 -0.079 -0.133 -0.018
C -0.914 0.413 -5.121 0.014 0.026 0.009
C 0.085 -0.552 -5.116 -0.022 -0.006 -0.015
C 0.461 -1.165 -3.930 -0.026 -0.010 0.017
C -0.150 -0.809 -2.735 0.053 0.084 -0.091
C -2.571 2.142 -0.925 0.159 0.051 0.053
C -2.244 3.203 -1.766 0.012 0.022 -0.038
C -2.846 4.437 -1.585 -0.001 -0.008 0.073
C -3.749 4.624 -0.546 0.034 0.007 -0.044
C -4.060 3.576 0.306 -0.017 -0.035 0.021
C -3.483 2.331 0.114 -0.055 0.051 0.054
P -4.622 -0.322 -2.390 0.086 0.071 -0.029
C -5.393 -1.985 -2.408 -0.005 -0.030 0.035
C -6.774 -2.158 -2.353 -0.028 -0.017 0.005
C -7.329 -3.428 -2.457 0.026 0.035 0.009
C -6.513 -4.538 -2.616 -0.005 0.024 0.015
C -5.137 -4.375 -2.685 0.015 0.026 -0.001
C -4.583 -3.107 -2.595 -0.011 -0.020 0.006
C -5.837 0.677 -1.444 0.017 -0.028 -0.006
C -6.309 0.320 -0.180 -0.016 0.013 0.051
C -7.179 1.151 0.509 0.034 -0.031 -0.043
C -7.595 2.350 -0.063 0.002 -0.025 0.021
C -7.141 2.710 -1.321 0.063 -0.049 -0.050
C -6.264 1.875 -2.006 -0.031 0.057 -0.003
H -3.771 -0.560 -0.076 0.042 -0.055 0.132
H -2.906 -1.610 -1.186 -0.025 -0.040 -0.003
H -2.337 1.504 -3.952 0.004 0.010 0.006
H -1.212 0.884 -6.049 0.005 -0.004 0.010
H 0.573 -0.827 -6.043 -0.006 0.005 0.015
H 1.245 -1.911 -3.920 -0.008 0.014 0.017
H 0.174 -1.273 -1.809 -0.037 -0.044 -0.128
H -1.510 3.074 -2.547 0.027 -0.028 0.027
H -2.589 5.259 -2.241 -0.007 0.004 0.003
H -4.204 5.596 -0.394 0.001 -0.013 -0.011
H -4.757 3.717 1.121 0.018 0.008 -0.008
H -3.719 1.522 0.794 0.036 0.057 -0.052
H -7.422 -1.302 -2.211 0.010 -0.021 -0.010
H -8.404 -3.548 -2.397 0.005 0.007 -0.004
H -6.946 -5.529 -2.674 0.007 0.007 -0.006
H -4.490 -5.235 -2.798 0.008 0.009 0.004
H -3.506 -3.000 -2.662 -0.018 -0.032 -0.018
H -5.989 -0.613 0.272 -0.029 0.021 -0.004
H -7.530 0.867 1.493 0.006 -0.003 -0.010
H -8.272 3.000 0.477 0.010 -0.008 -0.004
H -7.456 3.646 -1.766 0.006 -0.015 -0.004
H -5.890 2.164 -2.983 -0.016 -0.002 0.021
F 4.981 -2.132 -0.053 -0.073 -0.071 -0.033
C 5.881 -1.168 -0.289 -0.147 0.094 -0.060
F 6.193 -0.627 0.886 0.067 0.059 0.091
F 6.995 -1.763 -0.760 0.117 -0.054 -0.072
C 5.272 -0.091 -1.259 -0.041 0.024 -0.029
O 4.369 0.657 -0.651 0.142 -0.066 0.062
C 4.640 -0.866 -2.479 0.016 0.136 0.149
F 3.419 -1.314 -2.163 -0.077 -0.074 0.031
F 4.478 -0.045 -3.539 0.057 0.024 -0.123
F 5.348 -1.918 -2.917 0.092 -0.128 -0.043
C 6.447 0.792 -1.815 -0.149 -0.017 0.083
F 5.970 1.907 -2.388 -0.036 0.063 -0.041
F 7.220 0.186 -2.736 0.085 -0.104 -0.089
F 7.258 1.189 -0.823 0.071 0.023 0.080

DFT total energy? In order: -617.59698; -893.33014; -5573.10384 hartree.
Energy above the lowest of the compared OMol25 structures with the same formula, charge and spin? In order: 476.7; 67.0; 0.0 kJ/mol.